Molecular formula: C30H44Br8N3O2PS
Method: DFT, the ωB97M-V functional and the def2-TZVPD basis

The geometry in XYZ format:
```
89
Properties=species:S:1:pos:R:3:mulliken_charge:R:1
C -8.343 5.017 3.292 -0.41
C -7.831 4.765 1.983 -0.07
C -7.160 4.361 0.505 -0.40
C -5.797 3.474 0.898 0.17
C -4.757 4.251 1.946 -0.60
C -3.360 3.519 2.509 0.23
C -3.095 2.008 1.951 -0.02
C -4.118 1.222 0.889 0.02
O -3.791 -0.140 0.441 -0.44
C -3.351 -0.133 -0.978 -0.46
C -1.803 0.472 -1.154 0.28
N -0.847 -0.701 -1.150 -0.37
C 0.461 -0.375 -0.461 -0.33
C 0.685 -1.185 0.959 0.55
C 1.391 -2.658 0.786 -1.12
O 1.595 -0.359 1.802 -0.60
C -5.511 1.945 0.338 -0.03
P -6.746 1.043 -0.855 0.22
N -7.034 2.002 -2.166 -0.68
S -1.600 1.048 2.523 0.18
C -0.730 2.182 3.725 0.17
C 0.664 1.580 4.425 -0.24
C 1.564 2.503 5.474 -0.73
C 0.976 4.031 5.752 0.43
C 1.885 5.000 6.767 -0.59
C 2.562 6.142 5.753 -0.77
C -0.416 4.603 5.073 -0.43
C -1.323 3.675 4.015 0.29
N -2.531 4.342 3.441 -0.20
H -8.398 4.942 4.482 0.31
H -6.820 5.342 -0.057 0.29
H -7.876 3.695 -0.143 0.32
H -5.012 5.352 2.323 0.21
H -3.297 -1.259 -1.356 0.22
H -4.022 0.537 -1.674 0.26
H -1.562 1.311 -0.373 0.16
H -1.780 0.969 -2.234 -0.21
H -0.597 -0.846 -2.164 0.25
H 0.552 0.788 -0.214 0.09
H 1.383 -0.640 -1.171 0.18
H -0.338 -1.374 1.544 0.06
H 0.807 -3.389 0.076 0.31
H 2.512 -2.477 0.471 0.26
H 1.376 -3.166 1.864 0.30
H 1.756 -0.875 2.665 0.36
H -8.004 0.739 -0.223 0.13
H -6.167 -0.233 -1.272 0.13
H -6.673 1.414 -2.965 0.21
H 1.066 0.498 4.215 0.02
H 2.567 2.098 5.952 0.20
H 1.226 5.488 7.612 0.29
H 2.793 4.372 7.219 0.26
H 3.036 7.044 6.330 0.29
H 1.659 6.507 5.069 0.24
H 3.305 5.568 5.045 0.26
H -0.735 5.713 5.377 0.25
H -2.205 5.197 2.938 0.34
Br 1.284 2.920 -2.633 -0.12
C 1.297 2.800 -4.580 -0.61
C 0.355 1.724 -5.068 -0.52
Br 1.123 -0.052 -4.821 -0.13
H 2.335 2.638 -4.883 0.36
H 0.972 3.784 -4.927 0.36
H 0.190 1.815 -6.145 0.38
H -0.611 1.728 -4.555 0.28
Br 3.849 -3.270 -4.477 -0.07
C 4.763 -1.547 -4.435 -0.34
C 5.532 -1.304 -5.714 -0.57
Br 7.190 -2.332 -5.746 -0.15
H 5.394 -1.541 -3.542 0.39
H 3.967 -0.806 -4.318 0.02
H 5.844 -0.259 -5.783 0.36
H 4.972 -1.573 -6.614 0.36
Br 5.757 -7.261 -6.162 -0.15
C 5.559 -7.107 -4.227 -0.46
C 4.361 -7.887 -3.737 -0.47
Br 2.699 -6.938 -4.115 -0.12
H 5.507 -6.040 -3.995 0.22
H 6.483 -7.520 -3.814 0.38
H 4.387 -7.990 -2.649 0.13
H 4.272 -8.878 -4.190 0.43
Br 0.363 -7.639 -0.090 -0.12
C 2.128 -8.391 0.260 -0.52
C 3.081 -7.334 0.769 -0.58
Br 3.710 -6.192 -0.682 -0.09
H 2.462 -8.867 -0.666 0.29
H 1.964 -9.160 1.020 0.35
H 3.984 -7.795 1.179 0.34
H 2.639 -6.677 1.523 0.36
```

Calculated values
- HOMO (eV) = -7.34
- multiplicity = 1
- frontier orbital gap (eV) = 6.8506
- E_LUMO (eV) = -0.488



Molecular formula: C4H5N3
Method: DFT, the ωB97M-V functional and the def2-TZVPD basis

The geometry in XYZ format:
```
12
Properties=species:S:1:pos:R:3:nbo_charge:R:1
N 0.882 1.812 -0.062 -0.80
C 0.210 0.601 -0.097 0.08
C 0.535 -0.440 -0.998 0.04
N 0.250 -1.684 -0.659 -0.43
C -0.776 -1.850 0.265 0.19
N -1.389 -0.872 0.903 -0.42
C -0.814 0.333 0.797 -0.02
H 1.683 1.883 -0.671 0.38
H 1.087 2.111 0.882 0.39
H 0.881 -0.222 -2.029 0.20
H -1.332 -2.800 0.252 0.19
H -1.216 1.130 1.418 0.20
```

Calculated values
- HOMO (eV) = -8.66
- energy relative to the best compared isomer or geometry (same formula, charge and spin) (kcal per mole) = 31.02
- multiplicity = 1
- frontier orbital gap (eV) = 9.2950
- E_LUMO (eV) = 0.631



Molecular formula: C39H49BrIN5O5P
Method: DFT, the ωB97M-V functional and the def2-TZVPD basis

The geometry in XYZ format:
```
101
Properties=species:S:1:pos:R:3:mulliken_charge:R:1
C 5.640 1.257 -0.036 -0.98
C 4.135 1.523 -0.517 -0.19
N 3.488 0.181 -0.637 -0.22
C 2.318 0.029 0.204 -0.27
C 2.373 -0.745 1.458 -0.83
I 4.252 -1.595 2.043 -0.05
C 1.181 -0.973 2.332 1.23
P 1.203 -1.989 3.921 0.18
O 1.793 -3.541 3.522 -0.45
Br 2.657 -0.997 5.369 -0.20
C -0.074 -0.382 1.884 0.14
C -0.118 0.433 0.643 0.17
C 1.032 0.670 -0.220 0.60
C 0.948 1.500 -1.534 -0.89
C 0.936 0.617 -2.860 -0.28
C -0.421 0.829 -3.634 0.14
O -1.032 -0.111 -4.075 -0.52
O -0.945 2.112 -3.872 -0.53
C -1.533 1.021 0.264 -0.62
O -1.722 2.181 -0.019 -0.59
C -2.665 -0.065 0.361 -0.01
C -2.616 -0.874 1.606 1.19
C -3.579 -1.931 1.843 -1.18
C -4.589 -2.183 0.782 1.02
C -5.592 -3.353 1.093 -0.73
C -6.931 -2.798 1.762 -0.57
C -6.741 -2.396 3.280 -0.33
N -7.840 -1.430 3.634 -0.69
C -4.622 -1.399 -0.477 0.90
C -5.696 -1.791 -1.557 -1.18
C -5.034 -2.772 -2.607 0.66
C -4.335 -2.289 -3.814 0.14
C -3.681 -3.199 -4.769 -0.74
C -3.718 -4.658 -4.603 -0.49
C -4.449 -5.152 -3.426 -0.69
C -5.071 -4.241 -2.450 -0.50
C -3.656 -0.290 -0.697 0.29
C -3.635 0.605 -1.977 0.22
C -5.008 1.312 -2.317 -1.44
C -5.831 1.787 -1.052 -0.04
C -7.137 2.510 -1.617 -0.47
N -8.237 2.483 -0.623 -0.59
C -1.459 -0.561 2.623 -0.78
O -1.612 -0.443 3.808 -0.50
H 5.645 1.327 1.082 0.16
H 6.385 1.915 -0.552 0.28
H 5.860 0.184 -0.298 0.30
H 3.560 2.157 0.204 0.29
H 4.116 1.972 -1.555 0.33
H 3.146 0.015 -1.590 0.30
H 2.596 -3.653 4.067 0.35
H 1.820 2.216 -1.508 0.28
H 0.041 2.161 -1.587 0.63
H 1.155 -0.465 -2.702 0.50
H 1.726 1.043 -3.546 0.32
H -1.646 2.285 -3.211 0.41
H -3.551 -2.547 2.777 0.49
H -5.895 -3.857 0.145 -0.57
H -5.061 -4.055 1.797 0.53
H -7.245 -1.909 1.139 0.27
H -7.682 -3.636 1.679 0.37
H -5.725 -1.952 3.423 0.21
H -6.841 -3.308 3.936 0.31
H -8.705 -1.944 3.426 0.31
H -7.731 -0.685 2.935 0.24
H -6.521 -2.398 -1.086 0.57
H -6.189 -0.917 -2.043 0.34
H -4.265 -1.207 -4.073 0.16
H -3.127 -2.816 -5.662 0.35
H -3.248 -5.365 -5.321 0.36
H -4.501 -6.263 -3.311 0.34
H -5.594 -4.740 -1.603 0.20
H -2.867 1.427 -1.917 -0.16
H -3.258 -0.066 -2.806 -0.18
H -4.747 2.257 -2.882 0.54
H -5.646 0.717 -3.031 0.39
H -5.221 2.606 -0.578 0.30
H -6.071 0.970 -0.327 0.13
H -6.872 3.579 -1.862 0.28
H -7.483 2.004 -2.568 0.28
H -9.139 2.361 -1.082 0.24
H -8.110 1.714 0.033 0.22
C 13.185 1.582 2.566 -1.41
C 12.663 2.234 1.301 -0.21
N 11.275 2.712 1.405 0.13
C 10.607 3.375 0.396 -0.62
C 9.343 3.595 0.835 -0.27
N 9.269 3.075 2.108 0.10
C 10.453 2.564 2.443 -0.14
C 8.089 3.063 2.971 -0.86
H 12.571 0.724 2.850 0.40
H 14.205 1.231 2.413 0.36
H 13.189 2.289 3.398 0.39
H 12.698 1.519 0.476 0.35
H 13.289 3.087 1.036 0.36
H 11.121 3.597 -0.523 0.47
H 8.476 4.056 0.397 0.48
H 10.686 2.102 3.388 0.45
H 8.307 3.619 3.882 0.35
H 7.842 2.031 3.217 0.38
H 7.246 3.523 2.459 0.29
```

Calculated values
- HOMO (eV) = -9.92
- total charge = +1
- energy relative to the best compared isomer or geometry (same formula, charge and spin) (kcal per mole) = 128.96
- multiplicity = 1
- frontier orbital gap (eV) = 7.0462
- E_LUMO (eV) = -2.873



Molecular formula: C2H4Cl2
Method: DFT, the ωB97M-V functional and the def2-TZVPD basis

The geometry in XYZ format:
```
8
Properties=species:S:1:pos:R:3:nbo_charge:R:1
Cl -1.555 0.257 -1.446 -0.08
C 0.094 0.226 -0.717 -0.36
C -0.061 -0.235 0.736 -0.38
Cl 1.451 0.181 1.612 -0.07
H 0.566 1.194 -0.829 0.23
H 0.609 -0.532 -1.297 0.22
H -0.210 -1.311 0.685 0.22
H -0.894 0.220 1.255 0.23
```

Calculated values
- HOMO (eV) = -10.90
- energy relative to the best compared isomer or geometry (same formula, charge and spin) (kcal per mole) = 2.64
- multiplicity = 1
- frontier orbital gap (eV) = 11.9214
- E_LUMO (eV) = 1.022